Here is one molecule with the formula C5H8O from OMol25. Energies are from the ωB97M-V functional and the def2-TZVPD basis.

Each line ends with the Mulliken charge.
Positions of all 14 atoms, in Å:
O  1.657  0.626  0.958  -0.564
C  0.543  0.069  -1.138  -0.737
C  -0.775  0.430  0.904  -0.725
C  -1.090  -0.896  0.255  -0.336
C  0.510  0.892  0.170  -0.006
C  -0.350  -1.108  -0.833  -0.377
H  -1.846  -1.576  0.636  0.398
H  0.529  1.970  -0.017  0.343
H  0.151  0.637  -1.992  0.300
H  -0.567  0.342  1.977  0.314
H  -0.398  -1.997  -1.456  0.407
H  -1.606  1.141  0.805  0.307
H  1.665  -0.329  1.114  0.348
H  1.577  -0.201  -1.384  0.329

Calculated values
SMILES string = OC1CC=CC1
2S+1 = 1
Energy above the lowest of the compared OMol25 structures with the same formula, charge and spin = 69.9 kJ/mol
Gap between HOMO and LUMO = 10.51 eV
HOMO = -9.44 eV



Here is C10H13AuNO2 as an isolated structure in a non-equilibrium geometry from OMol25. Energies are from the ωB97M-V functional and the def2-TZVPD basis.

Each line ends with the Mulliken spin population.
Positions of all 27 atoms, in Å:
Au  0.797  1.306  1.481  0.067
O  -0.656  1.402  2.941  -0.001
O  -0.834  -0.706  2.056  -0.001
N  1.566  0.789  -0.521  0.142
C  -0.782  1.781  -0.871  0.217
C  1.569  -1.313  -1.938  0.195
C  0.361  -2.310  -0.210  -0.114
C  -2.513  0.117  3.617  0.003
C  -1.241  0.217  2.794  -0.010
C  1.646  -1.757  -0.571  0.399
C  0.587  1.814  -0.817  -0.047
C  -0.491  -2.201  -1.348  0.382
C  1.313  2.130  -2.009  0.756
C  0.262  -1.570  -2.425  0.016
H  -3.016  -0.838  3.450  0.000
H  0.078  -2.658  0.738  0.012
H  -0.038  -1.478  -3.453  -0.001
H  2.384  -0.861  -2.457  0.004
H  2.483  2.078  -2.096  -0.024
H  0.772  2.361  -2.976  0.007
H  -3.200  0.944  3.362  0.000
H  2.620  1.321  -0.269  -0.018
H  -2.212  0.207  4.671  0.000
H  -1.473  -2.618  -1.466  0.020
H  2.470  -1.645  0.102  0.002
H  -1.190  2.075  -1.841  -0.014
H  -1.261  1.413  0.057  0.007

Calculated values
2S+1 = 3
Energy above the lowest of the compared OMol25 structures with the same formula, charge and spin = 312.5 kJ/mol
Gap between HOMO and LUMO (alpha / beta) = 7.00 / 5.92 eV
Charge = -1
HOMO (alpha / beta) = -3.27 / -3.53 eV



Here is a 3-piece molecular cluster, C29H59IN3O2S overall in a non-equilibrium geometry from OMol25. Energies are from the ωB97M-V functional and the def2-TZVPD basis.

Each line ends with the Mulliken charge.
Positions of all 95 atoms, in Å:
I  -0.177  -2.600  3.904  0.121
S  4.123  -1.897  2.512  -0.114
O  -1.233  1.146  -3.363  -0.514
O  -0.686  2.219  -0.805  -0.321
N  -5.506  -5.018  -0.060  0.179
N  5.099  3.952  -0.744  0.453
N  0.142  -1.397  1.007  1.030
C  -2.619  0.181  2.126  0.049
C  -3.641  1.412  2.473  -1.027
C  2.662  -2.595  1.495  -0.562
C  2.538  -0.229  0.112  -0.752
C  7.011  3.349  -2.333  -1.256
C  -6.239  -2.647  -0.685  -0.922
C  4.393  1.045  2.720  -0.569
C  -0.579  -2.566  1.706  -0.898
C  -5.449  -3.910  -1.016  -0.508
C  5.503  6.255  -1.783  -1.155
C  1.769  1.063  -0.519  -0.056
C  3.630  -0.299  3.356  -0.311
C  -0.311  2.295  -3.408  0.271
C  -5.081  -3.860  2.181  -0.868
C  0.122  1.093  -0.345  0.215
C  -0.123  2.992  -1.898  -0.379
C  -0.629  -0.189  0.426  0.088
C  -0.623  -3.789  -0.640  -0.752
C  5.912  4.151  0.458  -0.464
C  -4.650  -4.869  1.121  -0.298
C  -0.362  -4.018  0.979  -0.180
C  -0.950  3.460  -4.424  -1.160
C  4.535  5.156  -1.355  -0.665
C  -7.620  -5.998  -0.978  -1.412
C  5.184  4.895  1.574  -1.426
C  -6.837  -5.543  0.251  -0.355
C  -2.279  -0.025  0.538  -0.185
C  1.682  -1.437  0.896  0.122
C  5.679  2.987  -1.684  -0.483
H  -3.004  2.268  3.007  0.267
H  4.945  7.180  -1.972  0.392
H  7.429  2.465  -2.828  0.435
H  -4.158  1.839  1.514  0.279
H  -1.343  3.013  -5.438  0.311
H  -4.403  -3.634  -1.195  0.126
H  3.188  -3.124  0.563  0.353
H  -4.910  -2.834  1.855  -0.009
H  4.982  5.936  1.307  0.362
H  -7.440  -4.815  0.804  0.279
H  6.846  4.676  0.232  0.295
H  6.018  6.002  -2.711  0.292
H  -4.386  1.020  3.298  0.310
H  -1.349  -4.629  -1.079  0.321
H  -3.628  -4.629  0.803  -0.116
H  -1.767  -2.436  1.696  0.098
H  -1.863  4.001  -3.879  0.350
H  2.180  -3.400  2.177  0.222
H  2.407  1.902  -1.036  -0.088
H  -8.549  -6.487  -0.667  0.434
H  3.529  1.635  2.152  0.036
H  6.249  6.479  -1.017  0.257
H  -6.322  -2.023  -1.582  0.399
H  3.918  4.875  -2.219  0.274
H  -1.590  0.436  2.675  0.205
H  -5.739  -2.044  0.074  0.149
H  -1.212  -2.765  -0.807  0.087
H  -6.730  -6.420  0.900  0.442
H  3.727  -0.247  0.021  0.426
H  -7.045  -6.720  -1.568  0.329
H  -4.487  -4.007  3.090  0.410
H  5.801  4.904  2.479  0.422
H  0.395  -3.782  -1.218  0.262
H  -5.796  -4.280  -1.988  0.380
H  -0.154  4.336  -4.598  0.310
H  6.892  4.113  -3.101  0.270
H  4.803  1.768  3.549  0.360
H  -2.998  -0.835  2.587  0.100
H  -7.256  -2.863  -0.347  0.277
H  0.739  1.981  -3.828  0.238
H  2.459  -0.111  3.335  0.122
H  -2.154  1.572  -3.410  0.345
H  3.818  5.594  -0.649  0.453
H  5.187  0.756  1.905  0.172
H  -0.795  3.980  -1.973  0.353
H  -7.892  -5.159  -1.623  0.291
H  3.915  -0.299  4.515  0.393
H  7.752  3.691  -1.604  0.275
H  -2.737  0.764  -0.185  0.535
H  4.236  4.407  1.822  0.237
H  4.951  2.765  -2.474  0.349
H  0.626  -4.579  1.235  0.310
H  -2.709  -1.080  0.180  -0.215
H  6.193  3.171  0.862  0.443
H  -1.244  -4.715  1.381  0.370
H  -4.567  -5.851  1.605  0.396
H  5.811  2.035  -1.153  0.255
H  -6.132  -3.972  2.461  0.361
H  0.970  3.411  -1.732  0.073

Calculated values
2S+1 = 1
Gap between HOMO and LUMO = 5.63 eV
Charge = +1
HOMO = -10.04 eV



Here is an isolated ion of composition C3H5N2O2 and charge +1 in a non-equilibrium geometry from OMol25. Energies are from the ωB97M-V functional and the def2-TZVPD basis.

Each line ends with the Mulliken charge.
Positions of all 12 atoms, in Å:
O  1.103  0.343  -2.475  -0.291
O  2.238  0.357  1.767  -0.131
N  0.884  0.098  -1.342  0.135
N  0.136  -0.650  1.186  -0.244
C  -0.426  0.624  -0.849  -0.619
C  -0.965  -0.278  0.232  -0.209
C  1.235  -0.121  1.523  0.664
H  -0.072  1.581  -0.483  0.333
H  -1.704  0.035  0.926  0.341
H  -1.146  -1.269  -0.279  0.278
H  -1.124  0.889  -1.775  0.390
H  -0.159  -1.609  1.567  0.354

Calculated values
SMILES string = O=C=[NH+]CCN=O
2S+1 = 1
Energy above the lowest of the compared OMol25 structures with the same formula, charge and spin = 370.0 kJ/mol
Gap between HOMO and LUMO = 8.05 eV
Charge = +1
HOMO = -13.63 eV



The records above yield electronic energy values of -7361.5310; -19851.4399; -58511.1125; -10255.8418 eV, respectively.